[1]
Formula: C28H22Cl4N3O5Pd
Source: OMol25
Level of theory: ωB97M-V/def2-TZVPD

Cartesian coordinates (Å):
Pd -1.0069 1.1300 -1.6889
Cl -5.6114 5.7761 -0.1579
C -4.8883 4.2890 -0.6851
C -5.6113 3.1137 -0.6571
Cl -7.2606 3.1088 -0.1141
C -4.9974 1.9118 -1.0524
Cl -5.8973 0.4240 -1.0738
C -3.6620 1.8597 -1.4414
O -3.0487 0.7553 -1.7895
C -2.9189 3.0953 -1.5081
O -1.6695 3.0610 -1.9061
C -3.5523 4.2719 -1.1207
Cl -2.6233 5.7380 -1.1741
C 3.7935 -2.6301 -0.9917
O 2.6167 -2.5245 -0.2121
C 2.7501 -2.4941 1.1353
C 3.9005 -2.8618 1.8190
C 3.9198 -2.8606 3.2103
C 2.7978 -2.4810 3.9228
C 1.6598 -2.0681 3.2399
C 1.6190 -2.0600 1.8532
N 0.4556 -1.6772 1.1656
C 0.4303 -0.6894 0.1784
N 1.5144 0.1071 0.1187
C 1.8329 1.0647 -0.8672
C 0.8913 1.6151 -1.7217
C 1.3509 2.5520 -2.6564
C 2.6810 2.9158 -2.7256
C 3.6185 2.3580 -1.8545
C 3.1852 1.4289 -0.9299
O 4.0062 0.7909 -0.0167
C 5.3658 1.1629 -0.0031
N -0.5990 -0.5563 -0.5867
C -1.7144 -1.4185 -0.4022
C -1.9969 -2.4119 -1.3194
C -3.1451 -3.1832 -1.1959
C -4.0281 -2.9345 -0.1618
C -3.7715 -1.9227 0.7551
C -2.6140 -1.1695 0.6387
O -2.2726 -0.1605 1.4858
C -3.3403 0.4972 2.1543
H 3.4774 -2.5191 -2.0249
H 4.2738 -3.6039 -0.8633
H 4.4958 -1.8319 -0.7391
H 4.7783 -3.1738 1.2719
H 4.8210 -3.1617 3.7291
H 2.8077 -2.4798 5.0047
H 0.7857 -1.7284 3.7834
H -0.4109 -1.7472 1.6818
H 2.2589 -0.0970 0.7640
H 0.6293 3.0237 -3.3114
H 3.0067 3.6526 -3.4500
H 4.6560 2.6545 -1.9082
H 5.8398 0.5669 0.7742
H 5.4868 2.2240 0.2302
H 5.8466 0.9546 -0.9637
H -1.3184 -2.5455 -2.1515
H -3.3631 -3.9498 -1.9278
H -4.9452 -3.5045 -0.0781
H -4.4910 -1.7029 1.5303
H -2.9044 1.3762 2.6226
H -3.7867 -0.1396 2.9233
H -4.1034 0.8095 1.4393

Cartesian forces (eV/Å) of the 2 atoms listed first:
-0.21 0.23 0.66
0.01 0.01 -0.02

## Properties
- multiplicity = 1
- E_HOMO (eV) = -3.614
- Kohn-Sham gap (eV) = 5.717
- total charge = -1

Löwdin atomic charge list, values in e, 4 entries: number 1, Pd, carries 1.00; number 2, Cl, carries 0.60; number 3, C, carries -0.73; number 4, C, carries -0.73



[2]
Formula: C28H22CoN7O
Source: OMol25
Level of theory: ωB97M-V/def2-TZVPD

Cartesian coordinates (Å):
Co -5.0145 -14.7336 9.2861
N 4.4579 -11.0669 8.4795
C 3.3959 -11.4324 8.6633
C 2.0556 -11.8734 8.8875
C 1.2397 -11.3286 9.8760
C -0.0952 -11.7605 9.9537
C -0.5727 -12.7686 9.1132
C 0.2818 -13.3692 8.2534
C 1.5686 -12.8984 8.0801
C -2.0362 -13.2489 9.2776
C -2.2460 -14.1512 10.3017
C -1.4543 -14.2747 11.4905
C -2.0693 -15.0744 12.3333
C -3.2484 -15.5536 11.6290
N -3.3083 -15.0233 10.4265
C -3.0177 -12.7422 8.4008
C -2.8387 -11.8402 7.2636
C -4.0619 -11.6826 6.7148
C -5.0070 -12.4744 7.4385
N -4.3805 -13.0848 8.4195
H 1.5277 -10.4604 10.4698
H -0.7021 -11.2950 10.7562
H -0.1489 -14.1397 7.6377
H 2.1585 -13.2877 7.3033
H -0.5668 -13.6354 11.5723
H -1.8228 -15.4024 13.3424
H -3.9617 -16.2143 12.0495
H -1.9176 -11.4583 6.8886
H -4.3053 -11.1383 5.7802
H -6.0827 -12.5583 7.2597
O -5.1120 -15.9964 7.8632
N -5.8982 -16.9647 7.5938
C -5.8448 -17.3250 6.3965
C -5.1855 -16.5017 5.3113
N -4.6629 -15.9666 4.4243
C -6.5233 -18.4921 5.9267
N -7.1434 -19.4367 5.7179
C -4.3811 -11.5996 11.5869
N -5.7390 -11.2626 11.4398
C -6.0928 -10.2422 12.3674
C -6.6606 -12.0677 10.5958
C -7.1521 -13.4427 11.1435
C -8.2242 -13.4244 12.0367
C -8.7033 -14.6111 12.5517
C -8.0504 -15.8347 12.2732
C -7.0490 -15.8925 11.3106
C -6.5251 -14.6553 10.7538
H -3.8376 -10.6315 11.3354
H -4.0140 -12.3567 10.9535
H -4.1541 -11.8117 12.6104
H -5.3468 -9.4359 12.3281
H -6.1541 -10.7359 13.3707
H -7.0598 -9.7784 12.2242
H -6.0832 -12.1935 9.7122
H -7.5196 -11.4160 10.3690
H -8.7273 -12.5507 12.3453
H -9.5689 -14.5691 13.2440
H -8.3451 -16.7420 12.7752
H -6.6964 -16.7554 10.8051

Cartesian forces (eV/Å) of the 2 atoms listed first:
-0.32 -0.85 0.71
1.31 0.40 -0.23

## Properties
- multiplicity = 5
- expectation value of S² = 6.0123
- E_HOMO (spin up / spin down) (eV) = -8.070 / -8.054
- Kohn-Sham gap (spin up / spin down) (eV) = 6.659 / 5.292
- total charge = 0

Löwdin atomic charge list, values in e, 4 entries: number 1, Co, carries 0.92; number 2, N, carries 0.17; number 3, C, carries -0.19; number 4, C, carries -0.22



[3]
Formula: C28H22N3OPSSn
Source: OMol25
Level of theory: ωB97M-V/def2-TZVPD

Cartesian coordinates (Å):
Sn -1.8211 -1.7314 0.8285
N -0.0633 -3.6522 -2.5841
C -0.7102 -2.7074 -3.3771
C -0.7655 -2.5309 -4.7544
C -1.5289 -1.4722 -5.2001
C -2.2024 -0.6169 -4.3112
C -2.1384 -0.7924 -2.9457
C -1.3805 -1.8660 -2.4878
N -1.1259 -2.3168 -1.1938
C -0.3440 -3.3786 -1.3044
C 0.0500 -4.1055 -0.1058
C 0.8238 -5.2066 0.0637
S 0.8798 -5.6342 1.7155
C -0.1288 -4.3305 2.0962
N -0.4882 -3.6105 1.0646
H 0.5000 -4.4187 -2.9176
H -0.2488 -3.1871 -5.4408
H -1.6144 -1.2952 -6.2630
H -2.7872 0.1982 -4.7145
H -2.6499 -0.1217 -2.2659
H 1.3535 -5.7818 -0.6779
H -0.4387 -4.1196 3.1093
O -0.0152 -0.7243 1.0856
P 0.2740 0.8030 1.1244
C -0.3221 1.4721 2.6669
C -0.6420 0.6277 3.7265
C -1.0524 1.1634 4.9383
C -1.1314 2.5393 5.0941
C -0.7993 3.3863 4.0432
C -0.3943 2.8575 2.8304
C -0.5654 1.6309 -0.2193
C -1.8702 2.1022 -0.0532
C -2.5276 2.7020 -1.1177
C -1.8857 2.8345 -2.3419
C -0.5949 2.3503 -2.5164
C 0.0667 1.7464 -1.4602
C 2.0318 1.0383 0.9751
C 2.5535 2.2899 0.6493
C 3.9254 2.4785 0.6357
C 4.7737 1.4247 0.9490
C 4.2554 0.1785 1.2745
C 2.8842 -0.0190 1.2910
H -0.5523 -0.4472 3.6173
H -1.3016 0.5089 5.7621
H -1.4486 2.9562 6.0402
H -0.8589 4.4583 4.1704
H -0.1427 3.5237 2.0138
H -2.3604 2.0330 0.9107
H -3.5303 3.0844 -0.9841
H -2.3915 3.3258 -3.1626
H -0.0999 2.4551 -3.4721
H 1.0784 1.3835 -1.5940
H 1.8976 3.1155 0.3996
H 4.3328 3.4469 0.3810
H 5.8446 1.5760 0.9394
H 4.9215 -0.6370 1.5204
H 2.4761 -0.9874 1.5488

Cartesian forces (eV/Å) of the 2 atoms listed first:
0.05 0.00 0.00
0.04 -0.03 0.00

## Properties
- multiplicity = 1
- E_HOMO (eV) = -14.413
- Kohn-Sham gap (eV) = 8.434
- total charge = +2

Löwdin atomic charge list, values in e, 4 entries: number 1, Sn, carries 1.31; number 2, N, carries 0.22; number 3, C, carries -0.15; number 4, C, carries 0.01



[4]
Formula: C28H23BrF8MnN9O6SSe
Source: OMol25
Level of theory: ωB97M-V/def2-TZVPD

Cartesian coordinates (Å):
Mn 0.5032 -0.2133 0.7798
N 3.8631 0.8857 0.3398
C 3.0000 1.8024 0.8193
N 3.4985 3.0029 1.0412
C 2.6850 3.9320 1.5348
N 3.1524 5.1559 1.7328
N 1.4038 3.6676 1.8694
C 0.9706 2.4726 1.5839
N 1.6853 1.4923 0.9812
C -0.4225 2.1511 1.9105
C -1.2113 2.9830 2.6969
C -2.5319 2.6310 2.9203
C -3.0300 1.4916 2.3012
C -2.1718 0.7091 1.5503
N -0.8854 1.0060 1.3939
H 4.8260 1.1900 0.3894
H 3.7068 -0.0646 0.6317
H 4.1219 5.3603 1.5525
H 2.5537 5.8546 2.1381
H -0.7656 3.8671 3.1212
H -3.1685 3.2363 3.5469
H -4.0617 1.1995 2.4055
H -2.5218 -0.1793 1.0392
F -5.2692 -6.0751 0.3747
C -4.2515 -5.2574 0.6020
C -4.1801 -4.0306 -0.0642
F -5.1284 -3.6910 -0.9335
C -3.1232 -3.1673 0.1930
F -3.0799 -1.9690 -0.4089
C -2.0944 -3.5053 1.0694
Se -0.5649 -2.4305 1.4378
C -2.1932 -4.7379 1.7303
F -1.2305 -5.0534 2.5929
C -3.2523 -5.6084 1.5160
F -3.3162 -6.7669 2.1603
F 0.4251 -1.0696 5.2449
C 1.7266 -1.0277 4.9713
F 2.3862 -0.6594 6.0524
F 2.1181 -2.2462 4.6071
S 1.9327 0.1129 3.5155
O 3.2655 -0.0115 3.0095
O 1.4667 1.4006 3.9143
O 0.9685 -0.5850 2.6092
Br 4.1206 -4.5995 1.5641
C 3.4852 -3.2909 0.3710
C 3.9564 -3.1946 -0.9324
C 3.4513 -2.1802 -1.7264
C 2.5077 -1.3107 -1.2055
N 2.0328 -1.4193 0.0429
C 2.5238 -2.3899 0.8136
H 4.7043 -3.8793 -1.3005
H 3.8002 -2.0575 -2.7410
H 2.1405 -0.4769 -1.7881
H 2.1731 -2.4604 1.8361
C 0.0414 2.0118 -5.4067
C 0.3101 1.6669 -3.9465
C -0.9674 1.3852 -3.0944
C -1.9529 2.5630 -3.1920
C -3.1678 2.3608 -2.2965
C -1.6017 0.1285 -3.6406
O -2.3145 0.0767 -4.6024
N -1.2328 -1.0368 -2.9754
C -0.6060 -1.1408 -1.7673
O -0.3783 -2.2475 -1.2837
N -0.2453 0.0048 -1.1143
C -0.4628 1.2526 -1.6673
O -0.1713 2.2319 -1.0073
H 0.9845 2.0007 -5.9458
H -0.3832 3.0053 -5.5076
H -0.6259 1.2940 -5.8749
H 0.8311 2.5010 -3.4729
H 0.9580 0.7860 -3.8955
H -2.2810 2.6475 -4.2271
H -1.4279 3.4726 -2.9035
H -3.7338 1.4856 -2.6064
H -3.8218 3.2254 -2.3624
H -2.8681 2.2383 -1.2569
H -1.5836 -1.9099 -3.3604

Cartesian forces (eV/Å) of the 2 atoms listed first:
0.53 0.77 -1.30
0.07 -0.11 -0.03

## Properties
- multiplicity = 4
- expectation value of S² = 3.7950
- E_HOMO (spin up / spin down) (eV) = -11.828 / -12.198
- Kohn-Sham gap (spin up / spin down) (eV) = 7.736 / 6.887
- total charge = +1

Löwdin atomic charge list, values in e, 4 entries: number 1, Mn, carries 0.67; number 2, N, carries 0.19; number 3, C, carries -0.41; number 4, N, carries 0.20



Relative energy (zero: lowest compared OMol25 entry of this formula, charge and spin) (computed, kcal/mol): 3.73, 0.00, 0.00, 30.67